A molecular structure, C15H28F3N4OPPdS, computed with ωB97M-V/def2-TZVPD.

LUMO (spin up / spin down)	-6.27 / -6.27	eV
energy relative to the best compared isomer or geometry (same formula, charge and spin)	0.4	kcal per mole
E_tot	-2049.2621	hartree

```
! wB97M-V def2-TZVPD RIJCOSX def2/J DEFGRID3
* xyz 2 1
Pd -0.1306 0.3474 -0.6654
N 2.1061 -1.3927 1.5840
C 3.2000 -0.4139 1.9566
C 3.8033 0.2349 0.7202
C 2.9552 1.3083 0.0397
N 1.9403 0.7165 -0.8985
C 2.3669 2.2846 1.0555
C 1.7393 1.6556 2.3020
N 0.4465 1.0331 1.9759
C 2.6559 0.6144 2.9378
H 2.4552 -2.1413 0.9840
H 1.3024 -0.9757 1.0765
H 1.7254 -1.8244 2.4283
H 3.9585 -1.0306 2.4405
H 4.1558 -0.5101 0.0006
H 4.7074 0.7317 1.0812
H 3.6429 1.8676 -0.5996
H 2.3723 -0.0589 -1.3977
H 1.7911 1.4186 -1.6233
H 1.6392 2.9378 0.5711
H 3.1777 2.9392 1.3819
H 1.6238 2.4568 3.0398
H -0.2489 1.7605 1.8321
H 0.1124 0.5081 2.7812
H 2.1556 0.1234 3.7781
H 3.5185 1.1236 3.3734
F -2.6264 4.8226 -0.4086
C -3.2391 4.2422 -1.4537
F -2.5030 4.4967 -2.5450
F -4.4304 4.8109 -1.6081
C -3.3659 2.7525 -1.2303
C -4.5830 2.1049 -1.2160
C -4.6199 0.7280 -0.9967
C -3.4449 0.0531 -0.7716
N -2.2568 0.6779 -0.7747
C -2.2108 1.9966 -1.0370
S -0.5358 2.5096 -1.0561
H -5.4956 2.6632 -1.3759
H -5.5526 0.1845 -0.9992
H -3.4564 -1.0133 -0.5947
C -1.0831 -2.5972 -2.6651
P -0.4729 -2.9148 -1.0145
C -1.7895 -3.1292 0.1897
C 0.3207 -4.5213 -1.0914
O 0.4758 -1.8084 -0.5357
H -1.9620 -3.2127 -2.8663
H -0.3064 -2.8715 -3.3790
H -1.3388 -1.5442 -2.8044
H -2.4991 -3.8959 -0.1199
H -2.3161 -2.1968 0.4086
H -1.3149 -3.4623 1.1144
H -0.4205 -5.2693 -1.3757
H 0.7329 -4.7922 -0.1197
H 1.1224 -4.5284 -1.8294
*
```

=====

A gas-phase ion, C15H28F4NO (charge +1) at a distorted geometry, computed with ωB97M-V/def2-TZVPD.

LUMO	-3.27	eV
E_tot	-1117.5243	hartree

```
! wB97M-V def2-TZVPD RIJCOSX def2/J DEFGRID3
* xyz 1 1
C 4.5995 -2.0683 1.3078
O 4.8999 -1.6083 0.0102
C 3.8074 -1.4319 -0.8541
C 3.4997 0.0372 -1.0794
C 3.2515 0.8019 0.2130
C 2.6284 2.1901 -0.0020
C 1.6513 2.5910 1.1195
C 0.1644 2.4162 0.7854
C -0.1201 1.2723 -0.1883
C -1.5405 0.7427 -0.0893
C -2.6111 1.5235 -0.8639
C -3.6591 0.4641 -1.3036
N -3.2010 -0.8225 -0.6317
C -3.8216 -1.0183 0.7130
F -4.2228 0.1847 1.1869
F -2.8975 -1.5245 1.5463
C -5.0456 -1.9886 0.6354
F -5.2886 -2.4582 1.8961
F -6.1090 -1.2638 0.1891
C -1.7017 -0.6486 -0.6836
C -0.8414 -1.8065 -0.2278
H 4.5061 -1.2316 1.9995
H 3.6930 -2.6694 1.3337
H 5.4150 -2.6907 1.6593
H 2.9081 -1.9364 -0.4895
H 4.0672 -1.8873 -1.8082
H 2.6082 0.1191 -1.7070
H 4.3107 0.4749 -1.6557
H 2.6343 0.1856 0.8671
H 4.1997 0.9379 0.7246
H 3.4398 2.9102 -0.0208
H 2.1633 2.2492 -0.9814
H 1.8667 1.9704 1.9849
H 1.8564 3.6102 1.4252
H -0.2695 3.3405 0.4128
H -0.3632 2.1972 1.7131
H 0.0563 1.6117 -1.2075
H 0.5813 0.4653 0.0041
H -1.8200 0.7585 0.9621
H -2.2211 2.0203 -1.7425
H -3.1412 2.2456 -0.2555
H -3.5824 0.2641 -2.3676
H -4.6995 0.6928 -1.1261
H -3.4603 -1.6176 -1.2129
H -4.8618 -2.8254 -0.0438
H -1.5070 -0.5079 -1.7467
H 0.1093 -1.7489 -0.7430
H -0.6474 -1.7611 0.8373
H -1.2842 -2.7612 -0.4946
*
```

=====

A molecular structure, C15H28F5N4O3TeV, computed with ωB97M-V/def2-TZVPD.

LUMO (spin up / spin down)	-6.62 / -6.72	eV
expectation value of S²	2.0124
energy relative to the best compared isomer or geometry (same formula, charge and spin)	12.9	kcal per mole
E_tot	-2744.0616	hartree

```
! wB97M-V def2-TZVPD RIJCOSX def2/J DEFGRID3
* xyz 2 3
V 0.0263 0.6821 -0.0846
C 2.4699 2.3826 -0.7678
C 1.5297 3.3424 -0.0764
N 0.6607 2.5751 0.8551
C 1.2821 2.3361 2.1773
C 1.9516 0.9916 2.2029
C 2.9398 0.6371 3.0976
C 3.4357 -0.6603 3.0588
C 2.9430 -1.5590 2.1251
C 1.9576 -1.1362 1.2522
C 1.3414 -2.0179 0.2017
N 0.6743 -1.2085 -0.8399
C 1.4828 -1.0027 -2.0658
C 2.4389 0.1456 -1.8304
N 1.6443 1.3112 -1.3687
N 1.4726 0.1132 1.3056
H 3.0716 2.8930 -1.5215
H 3.1555 1.9179 -0.0575
H 2.0785 4.1225 0.4537
H 0.8817 3.8266 -0.8062
H -0.1964 3.1017 0.9940
H 1.9865 3.1296 2.4340
H 0.4953 2.3522 2.9349
H 3.3163 1.3585 3.8099
H 4.2117 -0.9650 3.7485
H 3.3241 -2.5695 2.0665
H 2.0965 -2.6726 -0.2379
H 0.5959 -2.6555 0.6787
H -0.2192 -1.6567 -1.1050
H 2.0196 -1.9120 -2.3413
H 0.7955 -0.7646 -2.8782
H 3.1527 -0.0995 -1.0415
H 3.0092 0.3855 -2.7289
H 1.1705 1.7038 -2.1836
C -2.4874 -2.4718 -2.4899
O -1.9612 -1.8300 -1.3218
C -2.4937 -2.3424 -0.1107
C -2.5419 -1.2733 0.9434
O -1.2274 -0.7658 1.2976
C -1.3148 -0.1731 2.6103
H -3.5651 -2.3131 -2.5469
H -2.2723 -3.5420 -2.4770
H -2.0108 -2.0111 -3.3514
H -1.9131 -3.2098 0.2253
H -3.5250 -2.6763 -0.2608
H -2.9796 -1.7159 1.8400
H -3.1631 -0.4359 0.6292
H -1.7210 -0.9003 3.3121
H -1.9553 0.7098 2.5842
H -0.3111 0.0867 2.9319
F -2.7605 2.0573 -3.2963
Te -2.4283 1.9635 -1.5038
F -0.9705 0.7353 -1.9985
F -3.7335 3.1570 -1.0760
F -1.1893 3.3236 -1.8059
F -3.6019 0.5464 -1.4655
O -1.7378 1.6393 0.1534
*
```

=====

A single C15H28N2O4 molecule, computed with ωB97M-V/def2-TZVPD.

LUMO	0.42	eV
energy relative to the best compared isomer or geometry (same formula, charge and spin)	0.0	kcal per mole
E_tot	-998.8380	hartree

```
! wB97M-V def2-TZVPD RIJCOSX def2/J DEFGRID3
* xyz 0 1
C -2.8291 2.6078 1.6747
C -3.4192 2.1966 0.3258
N -3.6659 0.7587 0.2151
C -2.5592 -0.1478 0.3030
O -2.2071 -0.3548 1.6919
C -0.8574 -0.3994 1.8275
O -0.3243 -0.3018 2.8900
C -0.2427 -0.5960 0.4566
C -0.2279 -2.0977 0.1015
C 1.1401 -2.7435 0.2955
C 1.6070 -2.7717 1.7479
C 2.9097 -3.5752 1.9428
N 2.8905 -4.6080 2.9762
C -1.2291 0.2578 -0.3627
C -1.2420 0.1460 -1.8871
C -0.6935 1.3720 -2.6209
C 0.6398 1.8419 -2.0620
O 1.3022 2.5769 -3.0949
C 2.6076 2.9364 -2.9526
C 3.1670 2.9620 -1.5504
O 3.2341 3.2383 -3.9252
H -3.1500 1.9232 2.4573
H -1.7383 2.6169 1.6732
H -3.1663 3.6094 1.9415
H -2.7834 2.5679 -0.4912
H -4.3851 2.6860 0.2048
H -4.1923 0.5455 -0.6211
H -2.9012 -1.1017 -0.1069
H 0.7742 -0.1999 0.4673
H -0.9580 -2.6330 0.7178
H -0.5427 -2.2405 -0.9337
H 1.8758 -2.2076 -0.3154
H 1.1013 -3.7685 -0.0859
H 1.7401 -1.7487 2.1065
H 0.8175 -3.2091 2.3675
H 3.1820 -4.0595 1.0013
H 3.7253 -2.8968 2.1946
H 2.0974 -5.2261 2.8479
H 2.7907 -4.1873 3.8924
H -1.0408 1.2916 -0.0596
H -0.6770 -0.7317 -2.2073
H -2.2675 -0.0229 -2.2279
H -1.4199 2.1866 -2.5794
H -0.5402 1.1269 -3.6718
H 0.4959 2.4824 -1.1885
H 1.2495 0.9824 -1.7678
H 2.5567 3.6058 -0.9165
H 4.1834 3.3383 -1.5979
H 3.1721 1.9723 -1.0940
*
```

=====

A gas-phase ion, C15H28N3O2P2S (charge +1), computed with ωB97M-V/def2-TZVPD.

LUMO	-2.46	eV
E_tot	-1983.7722	hartree

```
! wB97M-V def2-TZVPD RIJCOSX def2/J DEFGRID3
* xyz 1 1
C -4.4269 -1.9335 0.6092
C -3.3797 -0.8595 0.2856
C -3.1254 -0.7722 -1.2144
N -2.0346 0.1282 -1.5993
N -0.7604 -0.5006 -1.3768
C -0.3141 -1.3193 -2.5449
C 0.9892 -2.0181 -2.2156
N 2.0086 -1.1325 -1.6564
C 1.5640 -0.2559 -0.5756
C 2.7317 0.6606 -0.1937
C 2.3806 1.9525 0.5546
C 1.7073 1.7249 1.8836
C 2.3037 0.9763 2.9044
C 1.6141 0.7535 4.0957
C 0.3349 1.2682 4.3062
C -0.2531 2.0503 3.3109
C 0.4365 2.2671 2.1167
P 1.2078 -1.3724 0.9226
S 2.7578 -2.3820 1.4983
C 0.3208 0.5021 -1.0535
P 0.6727 1.8193 -2.3950
O -0.5691 1.5137 -3.3939
O 1.9126 1.2155 -3.2512
H -5.3915 -1.5055 0.8588
H -4.5604 -2.6163 -0.2261
H -4.1182 -2.5411 1.4530
H -2.4529 -1.1579 0.7909
H -3.6573 0.1038 0.7050
H -2.9643 -1.7660 -1.6255
H -4.0206 -0.3941 -1.7018
H -2.0638 0.9617 -1.0229
H -0.8864 -1.1632 -0.6018
H -1.0591 -2.0954 -2.6964
H -0.2961 -0.7186 -3.4451
H 1.3765 -2.4052 -3.1552
H 0.8148 -2.9014 -1.5953
H 2.7875 -1.7027 -1.3413
H 3.2737 0.9220 -1.0970
H 3.4427 0.1098 0.4179
H 1.7781 2.6375 -0.0362
H 3.3195 2.4728 0.7428
H 3.2927 0.5673 2.7589
H 2.0684 0.1556 4.8710
H -0.2049 1.0847 5.2205
H -1.2257 2.4989 3.4380
H -0.0247 2.8786 1.3500
H 0.2200 -2.2653 0.4508
H 0.5286 -0.6462 1.9163
H -0.0448 1.0839 -0.2066
H -0.6303 2.2466 -4.0191
H 2.6193 1.8693 -3.2212
*
```

=====

3 unconnected molecules or ions with the total composition C15H28N3O5P at a distorted geometry, computed with ωB97M-V/def2-TZVPD.

LUMO	-0.03	eV
E_tot	-1470.2553	hartree

```
! wB97M-V def2-TZVPD RIJCOSX def2/J DEFGRID3
* xyz 0 1
C 2.1961 1.9594 0.8971
C 1.1348 2.9371 0.3908
O 0.9768 2.7839 -1.0207
C -0.1709 2.7100 1.1629
C -1.4023 2.7557 0.2962
C -2.7642 3.0025 0.9461
C -3.5964 3.0093 -0.3481
O -4.4055 3.7650 -0.7006
N -3.1210 1.8950 -1.0288
C -1.7631 1.5786 -0.6011
P -1.6126 -0.1395 0.0129
O -2.2963 -0.9981 -0.9247
O -2.2631 -0.3390 1.4858
O -0.0426 -0.5613 0.1076
H 3.0957 2.0815 0.3119
H 2.4019 2.2118 1.9263
H 1.7744 0.9678 0.8057
H 1.5212 3.9353 0.5506
H 1.4070 1.9562 -1.2526
H -0.0959 1.8186 1.7823
H -0.2575 3.5358 1.8612
H -1.2644 3.5930 -0.3836
H -3.1116 2.0926 1.4294
H -2.8425 3.8995 1.5291
H -3.2196 1.9018 -2.0313
H -1.1327 1.5725 -1.4866
H -1.6021 -0.4913 2.1715
H 0.1554 -0.7474 1.0352
C -5.9607 -5.0174 -1.9877
C -4.8786 -4.0548 -1.5090
C -3.5046 -4.3506 -2.1166
C -3.0564 -5.6993 -1.7499
N -2.7085 -6.7412 -1.4615
H -5.7418 -6.0445 -1.6917
H -6.9257 -4.7520 -1.5549
H -6.0588 -4.9885 -3.0749
H -4.8132 -4.1003 -0.4205
H -5.1626 -3.0344 -1.7698
H -2.7722 -3.6269 -1.7561
H -3.5441 -4.2783 -3.2041
C 7.4629 -0.6317 1.0462
C 6.7672 0.5737 0.4237
C 5.8158 1.2809 1.3950
C 4.7549 0.3699 1.8395
N 3.9543 -0.3558 2.1877
H 6.7457 -1.3989 1.3405
H 8.1503 -1.0847 0.3322
H 8.0355 -0.3416 1.9292
H 6.2134 0.2522 -0.4606
H 7.5193 1.2895 0.0874
H 5.3538 2.1427 0.9138
H 6.3584 1.6366 2.2717
*
```

=====

A molecular structure, C15H28N3OSi2Tc at a distorted geometry, computed with ωB97M-V/def2-TZVPD.

LUMO (spin up / spin down)	-3.91 / -3.28	eV
expectation value of S²	0.8127
E_tot	-1487.5512	hartree

```
! wB97M-V def2-TZVPD RIJCOSX def2/J DEFGRID3
* xyz 1 2
Tc 0.4354 0.7898 0.5288
N 2.1763 2.6574 3.7948
C 1.4787 1.8999 2.9669
O 1.7478 1.9367 1.7346
C 0.4051 1.0016 3.4934
C -0.3771 0.3383 2.3421
H 2.9092 3.2400 3.4195
H 1.9999 2.6639 4.7847
H -0.2344 1.5727 4.1708
H 0.9076 0.2675 4.1308
H -1.3722 0.7933 2.2771
H -0.5423 -0.7213 2.5341
C -3.2025 1.7308 0.7593
Si -2.5528 1.4983 -0.9644
C -3.6340 0.3107 -1.8982
C -2.4266 3.1774 -1.7570
N -0.9305 0.7257 -0.8541
C -0.1512 0.3274 -1.9266
C -0.4385 0.5918 -3.2913
C 0.3328 0.0430 -4.2701
C 1.4487 -0.7633 -3.9458
C 1.7674 -1.0288 -2.6490
C 0.9626 -0.5130 -1.6048
N 1.1094 -0.7929 -0.2664
Si 1.6401 -2.2968 0.5550
C 0.1205 -3.3453 0.7128
C 2.3334 -1.7952 2.2051
C 2.9625 -3.1690 -0.4146
H -4.1761 2.2226 0.6588
H -2.5878 2.3800 1.3879
H -3.3750 0.7850 1.2777
H -4.6675 0.6687 -1.9058
H -3.6280 -0.6724 -1.4212
H -3.3216 0.1827 -2.9364
H -3.4061 3.6631 -1.7172
H -2.1145 3.1613 -2.8013
H -1.7274 3.8158 -1.2108
H -1.2777 1.2239 -3.5452
H 0.1030 0.2243 -5.3120
H 2.0546 -1.1676 -4.7458
H 2.6351 -1.6269 -2.4036
H -0.7323 -2.7759 1.0903
H 0.2941 -4.1844 1.3926
H -0.1585 -3.7605 -0.2596
H 1.5600 -1.5010 2.9143
H 3.0604 -0.9839 2.1063
H 2.8559 -2.6535 2.6391
H 2.6086 -3.5470 -1.3753
H 3.2735 -4.0379 0.1750
H 3.8524 -2.5565 -0.5754
*
```

=====

A molecular structure, C15H29AlBrF5IN4O5, computed with ωB97M-V/def2-TZVPD.

LUMO	2.43	eV
E_tot	-4797.8263	hartree

```
! wB97M-V def2-TZVPD RIJCOSX def2/J DEFGRID3
* xyz -1 1
O 3.0124 0.3183 4.8673
N 2.6100 1.0765 4.0635
O 1.2926 0.7792 3.7011
C 1.2255 0.7155 2.2465
Al -0.3647 -0.3256 1.5900
Br -1.9982 1.1770 0.7286
I -1.4076 -1.7415 3.4848
C 0.2709 -1.5330 0.1477
C 1.0864 -2.6874 0.7642
C 2.3646 -3.1497 0.0242
C 2.3328 -3.1364 -1.4883
F 1.1314 -3.4952 -1.9796
F 3.2176 -4.0809 -1.9457
C 2.7655 -1.7951 -2.1930
F 3.7804 -1.9957 -3.0495
F 1.7619 -1.2663 -2.8943
F 3.1797 -0.8804 -1.3089
H 1.2625 1.7283 1.8299
H 2.1030 0.1483 1.9004
H -0.6082 -1.9187 -0.3750
H 0.8646 -0.9082 -0.5247
H 0.4446 -3.5541 0.9340
H 1.4371 -2.3952 1.7635
H 2.5556 -4.2000 0.2694
H 3.2322 -2.5883 0.3761
C 5.2532 0.5952 -7.5406
C 4.2460 1.6730 -7.1993
O 4.1150 2.6674 -7.8957
N 3.4938 1.4879 -6.0863
C 3.5215 0.3735 -5.1569
H 5.7658 0.8950 -8.4497
H 5.9841 0.4738 -6.7404
H 4.7608 -0.3636 -7.7062
H 2.8421 2.2363 -5.9087
H 2.5514 -0.1206 -5.1137
H 3.7736 0.7190 -4.1536
H 4.2648 -0.3539 -5.4656
C -5.0786 -3.5510 4.8897
C -5.4311 -3.1904 3.4619
O -4.5807 -2.8856 2.6561
N -6.7579 -3.2130 3.1157
C -7.8920 -3.5430 3.9453
H -3.9994 -3.4730 4.9861
H -5.5498 -2.8658 5.5960
H -5.3915 -4.5690 5.1290
H -6.9229 -2.9565 2.1553
H -8.4389 -4.4004 3.5448
H -8.5861 -2.7020 4.0187
H -7.5587 -3.7935 4.9479
C 0.0430 5.8350 0.2502
C -0.0858 4.9335 1.4606
O 0.8062 4.1703 1.7797
N -1.2374 5.0110 2.1798
C -2.3824 5.8559 1.9382
H 1.0077 5.6361 -0.2064
H -0.7444 5.6285 -0.4758
H -0.0087 6.8875 0.5339
H -1.2715 4.3699 2.9579
H -2.5725 6.5116 2.7915
H -3.2769 5.2535 1.7655
H -2.2148 6.4757 1.0628
*
```

=====

A molecular structure, C15H29BBr3Cl4CsF4LiMgN3NaO10PS at a distorted geometry, computed with ωB97M-V/def2-TZVPD.

LUMO	-8.31	eV
E_tot	-12621.6782	hartree

```
! wB97M-V def2-TZVPD RIJCOSX def2/J DEFGRID3
* xyz 2 1
C 2.2477 -3.7032 -1.2987
C 1.1682 -3.1828 -0.3630
N 0.2130 -2.3920 -1.0937
B 0.3227 -1.0573 -1.7921
C 1.1059 0.2202 -1.1571
O 2.6031 0.4315 -1.2228
C 2.9950 1.5267 -0.7259
C 4.2287 2.1721 -1.2887
O 2.4539 2.1001 0.2412
C -1.1917 -0.3603 -1.7601
C -1.1525 0.4746 -0.5783
O -1.1228 1.7201 -0.5370
F -1.0059 -0.1567 0.5736
P 0.7530 -1.5613 -3.6505
C 2.5372 -1.2638 -4.1012
O 0.5820 -3.1804 -3.5946
H 3.1907 -3.1644 -1.1897
H 1.9170 -3.7348 -2.3192
H 2.4420 -4.7470 -1.0971
H 1.5844 -2.7758 0.5656
H 0.6043 -4.0483 -0.0384
H -0.5696 -2.3161 -0.4607
H 0.6591 1.0896 -1.6826
H 0.8984 0.2070 -0.0930
H 4.4035 3.1171 -0.7953
H 4.1032 2.3223 -2.3539
H 5.0688 1.5115 -1.0463
H -1.3719 0.2169 -2.6549
H -1.9706 -1.1114 -1.7243
H 2.7227 -1.7737 -5.0786
H 2.6805 -0.1865 -4.2213
H 3.3142 -1.6161 -3.3972
H 0.6533 -3.4586 -4.5146
C -3.6504 3.9088 1.2011
Br -2.2044 5.0835 1.6875
Br -4.6608 3.2544 2.7004
Br -4.7320 4.8278 -0.0674
H -3.2355 3.0471 0.7045
C -0.1312 -6.0744 2.8222
O 0.5794 -5.9553 1.8165
N -1.2456 -5.3243 2.9873
N 0.1587 -6.9593 3.8060
H -1.8472 -5.3992 3.7856
H -1.4807 -4.6750 2.2617
H 0.9770 -7.5276 3.6973
H -0.4056 -7.0761 4.6265
Li 2.1931 -6.3062 0.1802
O 0.6922 -5.9490 -1.8736
H 0.9400 -5.2374 -2.4834
C -5.6244 6.9704 3.0688
C -5.8129 8.0182 4.1450
O -5.8191 9.1936 3.8852
C -5.9923 7.5146 5.5593
H -5.5041 7.4593 2.1056
H -4.7329 6.3757 3.2755
H -6.4981 6.3180 3.0289
H -5.1162 6.9418 5.8678
H -6.8764 6.8784 5.6221
H -6.1168 8.3601 6.2295
Na 6.6654 2.1421 -1.8129
C -1.2659 5.5157 -2.1471
F -0.9438 4.1889 -2.0618
F -1.9924 5.6958 -3.2333
F -2.0409 5.8514 -1.1330
S 0.3878 6.2947 -2.1518
O 0.9929 5.6662 -3.3065
O 0.8735 5.7664 -0.8669
O 0.1284 7.6915 -2.2248
Cs 4.3998 -0.4134 -5.3912
C 4.2535 -10.0198 1.7342
Cl 4.9377 -10.5763 0.2228
Cl 3.3198 -8.4988 1.4238
Cl 3.1530 -11.2082 2.3858
Cl 5.5222 -9.6580 2.8870
Mg 0.6876 2.5743 -0.5140
*
```